Entry 1:
This record from the Open Molecules 2025 dataset describes CFNO as an isolated structure in a non-equilibrium geometry. The level of theory is the ωB97M-V functional and the def2-TZVPD basis.

The geometry in XYZ format:
```
4
Properties=species:S:1:pos:R:3:forces:R:3:nbo_charge:R:1
C -0.35228 -0.32436 -0.11327 -0.28 0.56 1.53 0.4980
N -1.33890 -0.86371 0.21062 1.17 0.70 -0.64 -0.2711
O 0.79146 0.18731 -0.43451 0.83 0.62 -0.22 -0.1250
F 1.33746 1.38967 0.37782 -1.73 -1.88 -0.66 -0.1019
```
Positions in Å, forces in eV/Å.

Values from the calculation:
Orbital gap ... 9.0820 eV
Strongest force on any atom ... 0.051 hartree/bohr
Energy ... -7286.555 eV
Spin multiplicity ... 1


Entry 2:
This record from the Open Molecules 2025 dataset describes CFOPS in the gas phase in a non-equilibrium geometry. The level of theory is the ωB97M-V functional and the def2-TZVPD basis.

The geometry in XYZ format:
```
5
Properties=species:S:1:pos:R:3:forces:R:3:nbo_charge:R:1
O 2.03121 -1.33959 0.35835 0.11 -0.34 0.17 -0.9727
P 0.60956 -1.62538 0.19102 -0.30 0.99 -0.22 1.3111
S -0.03619 0.04198 -1.21947 0.05 -0.35 -0.14 -0.0770
C -0.91759 0.52586 0.13673 0.60 -1.04 0.08 0.0580
F -1.37447 1.73431 -0.01429 -0.46 0.74 0.10 -0.3195
```
Positions in Å, forces in eV/Å.

Values from the calculation:
Orbital gap (alpha / beta) ... 8.3176 / 8.3170 eV
Strongest force on any atom ... 0.023 hartree/bohr
Structure (SMILES) ... O=P#S#CF
Energy ... -25923.588 eV
Spin multiplicity ... 1


Entry 3:
This record from the Open Molecules 2025 dataset describes a 4-piece molecular cluster, CH10N2O3 overall in a non-equilibrium geometry. The level of theory is the ωB97M-V functional and the def2-TZVPD basis.

The geometry in XYZ format:
```
16
Properties=species:S:1:pos:R:3:forces:R:3:nbo_charge:R:1
N -0.32558 -0.20854 1.28753 1.47 0.58 -1.56 -0.3413
C -0.61648 -1.04416 0.13991 -2.14 -3.47 0.85 -0.1406
N 0.43692 -1.01566 -0.83271 0.09 1.53 0.65 -0.4952
H -0.22626 0.84910 1.09538 -0.70 0.94 -0.60 0.4212
H 0.61801 -0.56033 1.58031 0.62 -0.28 1.04 0.4222
H -0.50829 -2.06143 0.56136 -0.28 0.28 -0.09 0.1836
H 0.44521 -0.26515 -1.52190 -0.46 0.39 0.32 0.4137
H -0.88869 1.51927 -0.95473 -0.95 -0.58 -0.89 0.4882
H 1.31785 -1.08639 -0.26804 1.16 -0.56 -0.08 0.4269
O -0.01021 1.94441 0.04389 0.41 0.34 1.14 -0.9600
H -1.65060 -1.00648 -0.19571 0.43 0.77 -0.47 0.2423
H 2.83850 -1.48741 1.44771 -0.54 0.37 -0.04 0.4617
O 2.09752 -0.94131 1.12321 0.22 -0.23 -0.28 -0.9917
H -1.76956 1.59526 -2.32781 -0.02 0.04 -0.06 0.4637
H -0.26067 2.78946 0.46729 0.20 -0.49 -0.28 0.4608
O -1.49767 0.97936 -1.64569 0.48 0.39 0.35 -1.0555
```
Positions in Å, forces in eV/Å.

Values from the calculation:
Orbital gap ... 4.8901 eV
Strongest force on any atom ... 0.081 hartree/bohr
Energy ... -10314.407 eV
Spin multiplicity ... 1


Entry 4:
This record from the Open Molecules 2025 dataset describes a 4-piece molecular cluster, CH10N2O3 overall in a non-equilibrium geometry. The level of theory is the ωB97M-V functional and the def2-TZVPD basis.

The geometry in XYZ format:
```
16
Properties=species:S:1:pos:R:3:forces:R:3:nbo_charge:R:1
H -3.53398 1.03432 0.04568 0.00 -0.24 0.67 0.3563
N -2.65922 0.58790 -0.19399 0.84 0.07 1.18 -0.7913
C -1.72277 0.57943 0.72009 -0.41 0.85 -1.92 0.3043
N -0.44051 0.35062 0.26574 -5.39 2.50 -3.88 -0.8048
H -1.84381 0.93656 1.76531 0.08 -0.54 -0.57 0.1701
H 0.22122 -0.01739 0.75774 4.69 -2.59 4.00 0.3766
H -0.39554 0.22578 -0.75773 -0.15 -0.13 0.70 0.4184
O 3.15303 0.35251 -0.43759 -2.03 -0.96 -2.35 -0.9287
H 2.64417 -0.11977 -1.18175 1.59 -0.14 1.56 0.4647
H 2.64583 1.14825 -0.62681 0.37 1.04 0.85 0.4654
O -1.41351 -0.21261 -2.46156 -0.91 -2.56 3.68 -0.9945
H -2.23398 -0.11491 -1.83527 1.94 -0.04 -0.71 0.5066
H -1.59860 0.38400 -3.10821 -0.61 2.65 -3.11 0.4565
O 2.15867 -1.62818 2.72365 0.82 -1.90 -2.11 -0.9351
H 2.32775 -2.46101 2.16231 -0.73 1.41 1.62 0.4643
H 2.69123 -1.04552 2.16241 -0.09 0.58 0.38 0.4712
```
Positions in Å, forces in eV/Å.

Values from the calculation:
Orbital gap ... 10.0279 eV
Strongest force on any atom ... 0.138 hartree/bohr
Structure (SMILES) ... [H]/N=C/N.O.O.O
Energy ... -10321.012 eV
Spin multiplicity ... 1


Entry 5:
This record from the Open Molecules 2025 dataset describes a 4-piece molecular cluster, CH10N2O3 overall in a non-equilibrium geometry. The level of theory is the ωB97M-V functional and the def2-TZVPD basis.

The geometry in XYZ format:
```
16
Properties=species:S:1:pos:R:3:forces:R:3:nbo_charge:R:1
H -1.65639 2.15786 0.07391 -0.56 0.07 -0.42 0.3565
N -1.41366 1.26380 -0.33903 0.13 0.08 0.01 -0.7628
C -2.16302 0.33329 0.11416 0.13 1.40 1.49 0.3269
N -1.93489 -0.97435 -0.09732 0.11 -1.46 -1.55 -0.8316
H -3.01909 0.65000 0.72985 0.24 -0.69 0.18 0.1525
H -1.74037 -1.68650 0.60932 -0.53 0.89 -0.06 0.4220
H -1.34334 -1.13152 -0.91154 0.21 0.06 0.54 0.3979
O 2.52669 0.42987 0.88486 -0.30 -0.48 -0.24 -0.9906
H 3.25824 -0.10891 0.54059 -0.44 0.37 0.02 0.4683
H 1.95031 0.65071 0.10452 0.87 -0.01 0.31 0.5088
O 1.14340 1.40786 -1.20314 -1.09 0.46 0.04 -1.0097
H 0.19098 1.50201 -0.86598 0.89 -0.56 -0.38 0.5007
H 1.02491 1.43384 -2.15817 0.26 -0.11 0.05 0.4765
O 0.88194 -1.97862 0.48256 0.45 1.07 1.06 -0.9856
H 1.02678 -2.75471 1.03804 0.09 0.21 -0.05 0.4653
H 1.26751 -1.19461 0.99737 -0.45 -1.31 -0.99 0.5049
```
Positions in Å, forces in eV/Å.

Values from the calculation:
Orbital gap ... 10.6045 eV
Strongest force on any atom ... 0.041 hartree/bohr
Structure (SMILES) ... [H]/N=C/N.O.O.O
Energy ... -10321.855 eV
Spin multiplicity ... 1


Entry 6:
This record from the Open Molecules 2025 dataset describes a 2-piece molecular cluster, CH10N2Si2 overall in a non-equilibrium geometry. The level of theory is the ωB97M-V functional and the def2-TZVPD basis.

The geometry in XYZ format:
```
15
Properties=species:S:1:pos:R:3:forces:R:3:nbo_charge:R:1
C 2.41121 -0.23470 0.57081 0.77 0.24 2.25 -1.1187
Si 4.06615 0.34868 0.50552 -1.18 0.25 -1.42 0.9722
H 1.86916 -0.67936 1.44994 1.00 0.55 -0.70 0.2332
H 1.67262 0.18283 -0.09095 0.22 -0.29 -0.99 0.2402
H 5.22374 0.78958 1.34015 -0.49 -0.82 0.46 -0.1449
H 4.53238 0.67448 -0.88426 -0.29 0.09 0.39 -0.1825
N -2.64092 0.76549 0.70831 2.09 -2.01 3.03 -1.2704
Si -1.58075 -0.24896 -0.16928 0.16 1.08 -1.86 1.5042
N -2.63773 -1.07648 -1.21475 -0.31 1.63 3.62 -1.2837
H -3.19440 1.25346 0.12517 -2.45 1.94 -2.46 0.3789
H -2.31634 1.38887 1.42257 0.20 -0.03 0.37 0.3879
H -0.55171 -1.06430 0.48522 -0.18 0.01 0.61 -0.2172
H -0.86639 0.66651 -1.14724 0.36 -0.47 0.34 -0.2644
H -2.42105 -1.44804 -2.02678 1.97 -1.91 -4.73 0.3760
H -3.56597 -1.31807 -1.07442 -1.85 -0.25 1.09 0.3891
```
Positions in Å, forces in eV/Å.

Values from the calculation:
Orbital gap ... 8.5017 eV
Strongest force on any atom ... 0.106 hartree/bohr
Structure (SMILES) ... C=[SiH2].N[SiH2]N
Energy ... -19932.496 eV
Spin multiplicity ... 1


Entry 7:
This record from the Open Molecules 2025 dataset describes a 3-piece molecular cluster, CH10N3O2 overall in a non-equilibrium geometry. The level of theory is the ωB97M-V functional and the def2-TZVPD basis.

The geometry in XYZ format:
```
16
Properties=species:S:1:pos:R:3:forces:R:3:nbo_charge:R:1
N 0.92433 1.37672 0.58682 0.79 -0.80 0.19 -0.7965
C 1.64681 0.22412 0.59679 -0.31 0.65 -0.41 0.6877
N 2.45667 -0.05326 1.61182 -0.18 0.46 -0.09 -0.7520
N 1.56766 -0.59075 -0.43450 0.15 -0.45 0.64 -0.7248
H 1.45390 2.21212 0.80303 -0.56 0.11 0.01 0.4245
H 0.19159 1.36395 -0.10808 0.17 0.51 -0.18 0.4332
H 2.76462 -0.98666 1.79986 0.33 -0.18 -0.08 0.4272
H 2.51983 0.62027 2.35044 -0.05 -0.04 0.37 0.4266
H 0.95236 -0.42086 -1.20756 -0.31 0.05 -0.10 0.4488
H 2.06184 -1.45872 -0.36415 -0.06 -0.38 -0.35 0.4154
H -1.81646 0.99362 -0.32473 0.07 -0.02 -0.14 0.4700
H -2.21507 -0.31923 -0.91007 0.13 -0.26 -0.17 0.5154
O -1.44079 0.28038 -0.86071 -0.16 0.37 0.39 -1.0054
H -3.74061 -1.61648 -1.94616 -0.15 -0.07 -0.03 0.4885
H -4.42971 -0.44699 -1.22916 -0.01 -0.29 0.00 0.4875
O -3.82817 -1.19246 -1.08530 0.15 0.38 -0.05 -0.9461
```
Positions in Å, forces in eV/Å.

Values from the calculation:
Orbital gap ... 12.0660 eV
Strongest force on any atom ... 0.022 hartree/bohr
Charge ... +1
Energy ... -9759.507 eV
Spin multiplicity ... 1


Entry 8:
This record from the Open Molecules 2025 dataset describes a 3-piece molecular cluster, CH10N3O2 overall in a non-equilibrium geometry. The level of theory is the ωB97M-V functional and the def2-TZVPD basis.

The geometry in XYZ format:
```
16
Properties=species:S:1:pos:R:3:forces:R:3:nbo_charge:R:1
N -0.96886 2.59185 0.09878 1.43 -0.13 0.60 -0.8078
C -0.45772 1.33760 0.21121 -1.62 -1.84 0.23 0.6850
N 0.11990 0.66445 -0.79784 -0.48 1.40 0.06 -0.7723
N -0.76899 0.65592 1.31060 0.35 0.80 -0.01 -0.7233
H -1.35883 2.94379 -0.75306 0.48 0.04 -0.47 0.4384
H -0.65277 3.23827 0.79933 -0.47 0.43 0.12 0.4217
H 0.02322 -0.32083 -0.91914 0.49 -0.51 0.21 0.4322
H 0.89225 1.12362 -1.24002 -0.05 0.05 -0.69 0.4299
H -1.17926 1.17175 2.08090 -0.37 -0.42 -0.25 0.4251
H -0.54503 -0.32948 1.43108 0.42 0.10 0.32 0.4520
H -0.82042 -3.15994 1.62389 -0.41 -0.83 0.34 0.5005
H -0.72162 -2.21487 0.44081 -0.28 -0.40 -0.73 0.4654
O -0.44929 -2.33817 1.34097 0.64 1.26 0.24 -0.9498
H 2.15041 -2.51499 -1.69549 0.03 -1.33 0.19 0.4834
H 2.77034 -1.25524 -2.18775 -0.65 -0.05 0.30 0.4845
O 1.96669 -1.59370 -1.74427 0.51 1.44 -0.45 -0.9648
```
Positions in Å, forces in eV/Å.

Values from the calculation:
Orbital gap ... 11.6922 eV
Strongest force on any atom ... 0.048 hartree/bohr
Charge ... +1
Energy ... -9758.931 eV
Spin multiplicity ... 1


Entry 9:
This record from the Open Molecules 2025 dataset describes a 4-piece molecular cluster, CH10NO4 overall in a non-equilibrium geometry. The level of theory is the ωB97M-V functional and the def2-TZVPD basis.

The geometry in XYZ format:
```
16
Properties=species:S:1:pos:R:3:forces:R:3:nbo_charge:R:1
N 1.91338 1.02270 -0.09203 -1.08 -0.14 0.08 -0.8811
C 1.49127 -0.05206 0.85649 1.40 -0.38 0.26 0.1262
O 0.38561 -0.80430 0.60975 -0.61 0.32 -0.13 -0.9272
H 1.12436 1.67426 -0.08761 0.26 0.15 -0.05 0.3536
H 1.84515 0.65334 -1.03664 0.18 -0.18 -0.03 0.3372
H 1.44103 0.49262 1.81634 -0.07 -0.24 0.10 0.1070
H 2.36472 -0.74783 0.89603 0.00 0.41 0.22 0.0906
H 0.45422 -1.00482 -2.26246 1.14 -0.64 -0.81 0.4460
H 0.03767 -0.76950 -0.70147 0.21 -0.06 -0.05 0.4936
O -0.21821 -0.62583 -1.73963 -1.35 0.54 0.51 -1.0705
H -1.46386 1.60618 -0.18295 0.10 0.06 -0.30 0.4648
H -0.69647 1.01750 -1.34792 -0.03 -0.19 -0.31 0.5060
O -1.10665 1.85266 -1.04984 -0.22 0.24 0.52 -1.0008
H -1.10384 -1.06030 1.38495 -0.31 0.16 0.12 0.5160
H -2.20891 -2.04144 1.04719 -0.05 0.60 0.46 0.4489
O -2.05155 -1.28157 1.64080 0.42 -0.65 -0.59 -1.0102
```
Positions in Å, forces in eV/Å.

Values from the calculation:
Orbital gap ... 8.7407 eV
Strongest force on any atom ... 0.030 hartree/bohr
Charge ... -1
Energy ... -10880.748 eV
Spin multiplicity ... 1


Entry 10:
This record from the Open Molecules 2025 dataset describes CH10NO4 as an isolated structure in a non-equilibrium geometry. The level of theory is the ωB97M-V functional and the def2-TZVPD basis.

The geometry in XYZ format:
```
16
Properties=species:S:1:pos:R:3:forces:R:3:nbo_charge:R:1
N -1.46876 -0.38533 -2.37974 -0.49 5.83 0.59 -0.8899
C -0.91231 0.13037 -1.09829 -0.53 -1.78 -0.10 0.0872
O 0.43375 0.36233 -1.25231 -0.79 1.07 -0.26 -0.8599
H -1.56297 -1.28630 -2.51486 -0.59 -5.84 0.23 0.3285
H -0.79090 -0.13938 -3.05531 0.77 0.77 -0.83 0.3458
H -0.99074 -0.69275 -0.36957 -0.50 -0.03 0.20 0.1212
H -1.63707 0.92031 -0.70860 1.34 -0.12 -0.66 0.1221
H 2.20197 -1.05970 0.58114 0.36 -0.12 -0.21 0.4309
H 0.94125 -0.31214 -0.41876 0.42 0.80 0.23 0.4864
O 1.35504 -0.62588 0.64193 0.23 -0.53 0.07 -1.1362
H 0.99833 -1.79872 3.15210 -0.74 0.21 -1.31 0.4522
H 0.42972 -1.70715 1.69266 1.89 1.02 -3.85 0.4992
O 0.21131 -1.76750 2.56740 -1.50 -1.35 5.91 -0.9790
H 0.05982 1.57105 0.59649 0.51 0.47 -0.06 0.5117
H 0.77404 2.95211 0.91259 -1.08 -1.10 -0.12 0.4587
O -0.08364 2.46453 0.96549 0.72 0.70 0.17 -0.9789
```
Positions in Å, forces in eV/Å.

Values from the calculation:
Orbital gap ... 8.3126 eV
Strongest force on any atom ... 0.121 hartree/bohr
Charge ... -1
Energy ... -10879.206 eV
Spin multiplicity ... 1